Below is a molecular structure, C19H31Cl2IrNOSSi4, with properties calculated with ωB97M-V/def2-TZVPD.

```
60
Properties=species:S:1:pos:R:3
Ir 1.362 -0.145 1.841
Cl 3.116 -4.419 -0.364
C 1.685 -4.294 0.571
C 0.897 -5.370 0.813
C -0.282 -5.212 1.575
Cl -1.233 -6.615 1.849
C -0.710 -3.968 2.115
C -1.874 -3.767 2.858
C -2.131 -2.466 3.366
C -1.272 -1.450 3.103
N -0.147 -1.617 2.333
C 0.135 -2.856 1.860
C 1.320 -2.978 1.077
O 2.017 -1.949 0.787
H 1.154 -6.347 0.429
H -2.544 -4.587 3.061
H -3.006 -2.278 3.972
H -1.419 -0.452 3.495
C -1.381 3.859 -1.073
Si -0.454 3.145 0.406
C -1.661 3.048 1.843
C 0.931 4.351 0.821
Si 0.516 1.019 0.053
Si 1.990 0.979 -1.854
C 3.410 2.014 -1.177
C 2.606 -0.737 -2.271
C 1.353 1.791 -3.425
Si -1.288 -0.183 -1.204
C -0.692 -1.927 -1.547
C -1.926 0.575 -2.793
C -2.656 -0.092 0.075
H -1.649 4.895 -0.848
H -2.310 3.322 -1.275
H -0.783 3.861 -1.985
H -1.958 4.056 2.142
H -1.208 2.562 2.707
H -2.564 2.496 1.578
H 0.504 5.316 1.108
H 1.579 4.519 -0.040
H 1.548 3.994 1.647
H 3.792 1.597 -0.244
H 3.110 3.044 -0.987
H 4.224 2.025 -1.907
H 2.827 -1.321 -1.378
H 3.524 -0.643 -2.858
H 1.883 -1.293 -2.870
H 0.788 2.705 -3.244
H 0.728 1.111 -4.003
H 2.215 2.050 -4.047
H -0.457 -2.045 -2.606
H -1.469 -2.650 -1.287
H 0.202 -2.171 -0.978
H -1.235 0.460 -3.626
H -2.174 1.630 -2.695
H -2.845 0.037 -3.048
H -2.287 -0.180 1.095
H -3.366 -0.907 -0.096
H -3.193 0.853 -0.021
S 1.385 2.393 4.100
C 1.368 1.211 3.076
```

Calculated values
calculated total energy	-93971.9398	eV
net charge	0
strongest force on any atom	0.51	eV/Å
LUMO level (spin up / spin down)	0.6 / -2.7	eV
HOMO level (spin up / spin down)	-5.4 / -8.2	eV
multiplicity	6
<S²>	8.805
orbital gap (spin up / spin down)	6.02 / 5.51	eV

Below is a molecular structure, HNO2S2, with properties calculated with ωB97M-V/def2-TZVPD.

```
6
Properties=species:S:1:pos:R:3
N 1.595 -0.844 -1.590
O 1.805 -0.343 -2.631
O -0.339 0.408 1.081
S -1.655 1.255 1.286
S 0.842 -0.996 -0.271
H -2.248 0.522 2.124
```

Calculated values
calculated total energy	-27266.4974	eV
net charge	0
strongest force on any atom	3.19	eV/Å
LUMO level (spin up / spin down)	-0.3 / -1.7	eV
HOMO level (spin up / spin down)	-9.3 / -7.6	eV
relative energy (zero: lowest compared OMol25 entry of this formula, charge and spin)	271.9	kJ/mol
orbital gap (spin up / spin down)	8.96 / 5.95	eV

Below is a molecular structure, C30H27ClMnO3PS, with properties calculated with ωB97M-V/def2-TZVPD.

```
64
Properties=species:S:1:pos:R:3
C -0.223 1.233 1.146
C 0.843 1.747 0.333
C 0.369 1.814 -1.039
H 1.788 2.134 0.706
C -0.991 1.280 -1.036
C -1.350 0.982 0.312
H -2.345 0.706 0.662
H -0.185 1.222 2.230
H 0.901 2.260 -1.879
H -1.639 1.243 -1.912
Mn 0.693 -0.262 -0.687
Cl -0.106 -1.348 -2.527
P 2.858 -0.254 -1.827
C 3.119 0.687 -3.395
C 4.302 1.394 -3.666
H 5.073 1.481 -2.900
C 4.522 1.979 -4.917
H 5.464 2.496 -5.111
C 3.548 1.884 -5.914
H 3.718 2.334 -6.895
C 2.359 1.194 -5.648
H 1.605 1.104 -6.431
C 2.141 0.612 -4.398
H 1.213 0.080 -4.186
C 4.312 0.377 -0.884
C 4.216 1.635 -0.269
H 3.300 2.212 -0.375
C 5.289 2.160 0.450
H 5.185 3.121 0.956
C 6.505 1.468 0.507
H 7.353 1.893 1.044
C 6.628 0.240 -0.149
H 7.578 -0.297 -0.150
C 5.531 -0.312 -0.820
H 5.633 -1.279 -1.312
C 3.491 -1.901 -2.340
C 4.205 -2.100 -3.531
H 4.324 -1.277 -4.236
C 4.782 -3.341 -3.819
H 5.359 -3.464 -4.738
C 4.625 -4.405 -2.928
H 5.081 -5.373 -3.143
C 3.884 -4.222 -1.755
H 3.768 -5.050 -1.055
C 3.300 -2.986 -1.468
H 2.695 -2.850 -0.570
C -6.214 -1.356 3.463
C -4.737 -1.511 3.208
C -3.833 -0.556 3.688
C -2.461 -0.660 3.451
C -1.979 -1.709 2.649
C -2.852 -2.709 2.211
C -4.217 -2.593 2.485
S -0.211 -1.894 2.320
O 0.353 -0.805 3.099
O 0.109 -3.235 2.751
O -0.053 -1.712 0.846
H -6.451 -1.207 4.526
H -6.609 -0.463 2.960
H -6.790 -2.212 3.091
H -4.210 0.276 4.279
H -1.774 0.061 3.896
H -2.464 -3.574 1.677
H -4.906 -3.364 2.143
```

Calculated values
calculated total energy	-101648.6598	eV
net charge	+1
strongest force on any atom	2.37	eV/Å
LUMO level (spin up / spin down)	-4.6 / -7.8	eV
HOMO level (spin up / spin down)	-11.3 / -11.3	eV
multiplicity	4
relative energy (zero: lowest compared OMol25 entry of this formula, charge and spin)	29.7	kJ/mol
<S²>	4.052
orbital gap (spin up / spin down)	6.71 / 3.52	eV

Below is 11 unconnected molecules or ions with the total composition C53H130N8O11, with properties calculated with ωB97M-V/def2-TZVPD.

```
202
Properties=species:S:1:pos:R:3
C 8.007 -4.797 5.689
C 7.221 -6.058 5.301
C 7.333 -6.578 3.816
O 6.894 -5.546 2.865
C 5.432 -5.463 2.793
N 7.683 -7.091 6.255
H 7.478 -3.937 5.278
H 8.994 -4.879 5.233
H 8.169 -4.590 6.747
H 6.215 -5.657 5.429
H 6.813 -7.527 3.686
H 8.387 -6.780 3.628
H 4.921 -6.425 2.756
H 5.202 -4.940 1.865
H 4.983 -4.909 3.618
H 8.503 -7.592 5.944
H 7.990 -6.597 7.081
C -4.042 0.728 -9.621
C -3.133 -0.145 -8.695
C -3.853 -1.468 -8.222
O -3.772 -2.485 -9.209
C -3.842 -3.843 -8.788
N -2.037 -0.550 -9.564
H -4.765 1.207 -8.961
H -4.618 0.060 -10.262
H -3.557 1.507 -10.209
H -2.660 0.488 -7.945
H -4.931 -1.353 -8.102
H -3.433 -1.948 -7.338
H -4.754 -3.958 -8.203
H -2.978 -4.070 -8.163
H -3.939 -4.478 -9.668
H -2.485 -1.292 -10.083
H -1.312 -1.062 -9.082
C 4.950 5.380 -4.377
C 3.784 6.235 -4.052
C 3.529 7.475 -5.022
O 2.546 8.326 -4.513
C 2.286 9.414 -5.310
N 2.674 5.329 -4.176
H 5.922 5.864 -4.286
H 4.902 5.069 -5.421
H 5.092 4.406 -3.910
H 3.964 6.711 -3.088
H 3.307 7.218 -6.058
H 4.491 7.977 -4.919
H 2.094 9.254 -6.371
H 3.183 10.030 -5.368
H 1.484 10.006 -4.868
H 2.620 5.149 -5.169
H 1.856 5.913 -4.072
C 0.151 0.326 0.373
C 0.316 -0.546 -0.878
C -0.881 -0.630 -1.969
O -1.788 -1.586 -1.556
C -3.148 -1.216 -1.638
N 1.548 -0.148 -1.554
H 0.019 1.395 0.205
H 0.967 0.138 1.071
H -0.690 -0.043 0.959
H 0.435 -1.577 -0.543
H -0.504 -0.861 -2.965
H -1.346 0.347 -2.103
H -3.491 -0.891 -2.620
H -3.371 -0.451 -0.894
H -3.857 -2.009 -1.402
H 2.240 0.027 -0.839
H 1.462 0.764 -1.980
C -4.176 -9.054 -0.639
C -4.387 -7.859 -1.531
C -3.959 -8.020 -2.979
O -2.565 -8.340 -3.066
C -1.679 -7.285 -2.850
N -5.868 -7.520 -1.498
H -4.731 -9.958 -0.887
H -4.416 -8.774 0.387
H -3.121 -9.327 -0.634
H -3.854 -7.020 -1.082
H -4.147 -7.059 -3.456
H -4.561 -8.702 -3.579
H -0.625 -7.558 -2.789
H -1.872 -6.751 -1.920
H -1.833 -6.502 -3.593
H -6.395 -8.321 -1.815
H -6.194 -7.436 -0.546
C -4.927 -3.251 5.433
C -3.824 -3.745 6.410
C -3.139 -2.516 6.893
C -2.278 -2.750 8.116
C -3.158 -3.431 9.203
C -3.781 -4.800 8.755
N -4.535 -4.545 7.536
O -5.171 -5.713 7.063
C -2.684 -5.874 8.777
C -4.808 -5.157 9.892
C -2.911 -4.544 5.607
H -5.447 -4.091 4.971
H -4.425 -2.636 4.686
H -5.672 -2.664 5.970
H -2.556 -1.990 6.137
H -3.832 -1.731 7.196
H -1.950 -1.776 8.477
H -1.438 -3.395 7.856
H -3.945 -2.699 9.384
H -2.589 -3.520 10.129
H -3.115 -6.875 8.750
H -1.955 -5.721 7.982
H -2.238 -5.857 9.771
H -5.507 -4.331 10.020
H -5.371 -6.016 9.525
H -4.306 -5.319 10.845
H -2.821 -4.033 4.649
H -3.396 -5.491 5.372
H -1.919 -4.729 6.020
H -6.070 -5.621 7.387
C -3.303 8.586 0.477
C -4.484 7.970 -0.353
C -5.804 8.792 0.074
C -6.901 8.687 -0.983
C -6.379 9.137 -2.338
C -5.153 8.361 -2.847
N -4.128 8.163 -1.743
O -2.931 7.465 -2.053
C -5.664 7.072 -3.486
C -4.505 9.193 -3.924
C -4.724 6.519 0.026
H -3.604 8.955 1.457
H -2.889 9.454 -0.037
H -2.503 7.850 0.554
H -6.223 8.429 1.012
H -5.533 9.842 0.187
H -7.831 9.160 -0.669
H -7.162 7.629 -0.957
H -6.309 10.225 -2.342
H -7.178 9.010 -3.068
H -6.544 6.962 -4.121
H -4.820 6.569 -3.957
H -5.875 6.303 -2.743
H -5.059 9.227 -4.862
H -4.308 10.216 -3.605
H -3.503 8.879 -4.215
H -3.897 5.884 -0.293
H -5.545 5.971 -0.437
H -4.721 6.388 1.108
H -2.301 8.088 -2.422
C 7.915 5.620 3.525
C 7.574 4.201 4.125
C 8.841 3.559 4.759
C 8.556 2.381 5.765
C 7.469 2.810 6.813
C 6.249 3.470 6.185
N 6.533 4.463 5.161
O 5.394 5.049 4.603
C 5.363 2.264 5.677
C 5.473 4.143 7.363
C 7.190 3.289 2.947
H 7.047 6.132 3.108
H 8.671 5.556 2.743
H 8.361 6.325 4.227
H 9.377 3.142 3.906
H 9.476 4.306 5.234
H 9.545 2.269 6.211
H 8.374 1.473 5.190
H 7.956 3.432 7.564
H 7.037 1.961 7.343
H 4.902 1.768 6.531
H 4.558 2.752 5.126
H 5.848 1.567 4.994
H 5.384 3.573 8.288
H 5.943 5.057 7.726
H 4.460 4.337 7.010
H 6.184 3.503 2.587
H 7.171 2.265 3.318
H 7.900 3.296 2.119
H 5.466 5.914 5.013
C -11.533 -2.907 -5.105
C -10.755 -4.050 -4.663
O -9.370 -3.759 -4.549
H -12.007 -2.391 -4.270
H -12.289 -3.176 -5.843
H -10.967 -2.226 -5.741
H -10.905 -4.914 -5.309
H -11.083 -4.243 -3.641
H -8.949 -4.351 -3.922
C 2.692 -4.172 -8.039
C 3.570 -3.765 -6.901
O 3.508 -2.326 -6.877
H 2.788 -5.245 -8.210
H 3.072 -3.761 -8.974
H 1.674 -3.797 -7.937
H 4.640 -3.948 -6.995
H 3.166 -4.262 -6.019
H 3.363 -2.119 -5.951
C 8.485 -1.378 -3.085
C 8.395 -2.789 -2.488
O 9.112 -2.783 -1.234
H 8.381 -0.669 -2.263
H 7.738 -1.214 -3.862
H 9.452 -1.135 -3.526
H 8.698 -3.571 -3.184
H 7.353 -2.993 -2.243
H 8.626 -3.376 -0.656
```

Calculated values
calculated total energy	-91500.0787	eV
net charge	0
structure (SMILES)	CC1(C)CCCC(C)(C)N1O.CC1(C)CCCC(C)(C)N1O.CC1(C)CCCC(C)(C)N1O.COC[C@H](C)N.COC[C@H](C)N.COC[C@H](C)N.COC[C@H](C)N.COC[C@H](C)N.CCO.CCO.CCO
strongest force on any atom	2.81	eV/Å
LUMO level	0.2	eV
HOMO level	-8.1	eV
relative energy (zero: lowest compared OMol25 entry of this formula, charge and spin)	462.1	kJ/mol
orbital gap	8.33	eV